No. 1
The following is a DFT calculation (wB97M-V/def2-TZVPD) of a gas-phase ion, C12H12N3 (charge +1) in a non-equilibrium geometry.

Cartesian coordinates (Å):
N1 1.32792 -1.67139 0.05303
N2 2.31120 -0.76808 0.46604
C1 3.54489 -0.99476 0.66973
C2 4.44284 0.06622 0.93018
C3 3.89274 1.35163 1.02594
N3 2.58825 1.56177 1.00862
C4 1.84462 0.50245 0.70597
C5 0.45431 0.78415 0.38367
C6 -0.46389 -0.21563 0.37942
C7 -1.80376 -0.09193 -0.29266
C8 -2.83904 -0.92317 0.11136
C9 -4.18410 -0.65958 -0.39616
C10 -4.40868 0.43153 -1.17672
C11 -3.37443 1.30332 -1.54216
C12 -2.10171 1.05185 -1.10488
H1 1.70353 -2.59706 -0.00406
H2 1.06398 -1.35189 -0.84858
H3 4.01220 -2.01138 0.42926
H4 5.50311 -0.00818 1.06585
H5 4.50769 2.21715 1.30683
H6 0.20288 1.78323 0.17005
H7 -0.38670 -1.08023 1.09150
H8 -2.63237 -1.91056 0.71355
H9 -5.00621 -1.35648 -0.13127
H10 -5.36362 0.76662 -1.37179
H11 -3.57561 2.21644 -2.09610
H12 -1.26004 1.60396 -1.54662

Cartesian forces (eV/Å) of the 6 atoms listed first:
1.759 -1.267 0.429
-2.817 1.699 0.455
6.365 -1.531 -0.567
-1.386 0.324 -0.092
0.651 -0.281 1.299
0.255 -1.001 -0.582

As for the SMILES: N[n+]1cccnc1/C=C/c1ccccc1. The HOMO energy comes out at -11.841 eV. As for the frontier orbital gap: 7.368 eV. The calculation puts the strongest force on any atom at 6.6 eV Å⁻¹. The energy comes out at -17099.2659 eV. Its total charge is +1.



No. 2
The following is a DFT calculation (wB97M-V/def2-TZVPD) of a molecular structure, C12H12N3O3PdS.

Cartesian coordinates (Å):
Pd1 1.49360 1.78091 0.20995
C1 0.30387 3.11542 4.17265
C2 0.33112 2.22354 2.97307
O1 0.70618 2.73769 1.89405
C3 -0.10282 0.86712 3.13951
C4 -0.32626 -0.03213 2.14545
C5 -0.99836 -1.34560 2.40109
N1 0.00454 0.25647 0.85492
N2 -0.36731 -0.51133 -0.10901
C6 -0.09364 -0.00003 -1.34597
O2 0.43856 1.13641 -1.49100
C7 -0.45880 -0.81189 -2.50074
C8 -0.16769 -0.33491 -3.78091
C9 -0.49921 -1.09572 -4.88629
C10 -1.12168 -2.32798 -4.71691
C11 -1.41530 -2.80391 -3.44533
C12 -1.08462 -2.05013 -2.33406
H1 0.61140 4.12213 3.90823
H2 0.97616 2.70793 4.93153
H3 -0.70081 3.13138 4.59832
H4 -0.37946 0.57512 4.14264
H5 -1.18643 -1.47416 3.46283
H6 -0.37793 -2.16257 2.03117
H7 -1.94225 -1.38435 1.85686
H8 0.31392 0.62695 -3.89194
H9 -0.27606 -0.73163 -5.87988
H10 -1.37949 -2.92242 -5.58373
H11 -1.90328 -3.76109 -3.32356
H12 -1.30700 -2.40903 -1.33943
O3 3.26480 0.31890 1.63944
S1 4.17813 0.80315 0.60704
N3 3.46613 1.75576 -0.33997

Cartesian forces (eV/Å) of the 6 atoms listed first:
-0.952 -0.121 -0.222
-0.019 0.021 -0.001
-0.071 -0.204 0.149
0.202 0.189 -0.245
0.114 0.351 0.267
-0.126 -0.467 -0.516

As for the multiplicity: 5. Its expectation value of S² is 6.04. The HOMO energy (spin up / spin down) comes out at -11.651 / -12.526 eV. As for the frontier orbital gap (spin up / spin down): 7.235 / 5.518 eV. The calculation puts the strongest force on any atom at 1.0 eV Å⁻¹. The energy comes out at -37554.7832 eV. Its total charge is +1.



Question: Among the records above, which one has the lowest strongest force on any atom?
Answer: C12H12N3O3PdS